Entry from the OMol25 dataset: the ion C27H37N2O3 with charge +1 (ωB97M-V with the def2-TZVPD basis set).

Last columns: bonded neighbours and bond lengths (Å).
Positions of all 69 atoms, in Å:
1 O 2.811 1.351 0.900  C51 1.201
2 C -2.063 2.256 -0.058  C26 1.528, C39 1.530, H40 1.090, H69 1.092
3 H 5.664 -3.647 -0.748  C15 1.090
4 H -1.812 -1.101 2.009  C27 1.078
5 H 4.741 2.613 -1.406  C11 1.077
6 H 3.084 -1.600 1.663  C56 1.080
7 H 2.068 -0.989 3.790  C59 1.079
8 C 7.322 -0.100 -0.225  C13 1.389, C53 1.380, H54 1.078
9 O 1.669 -2.033 -0.649  C32 1.389, C48 1.394
10 H -6.714 -2.819 -1.607  C16 1.093
11 C 5.445 1.862 -1.091  H5 1.077, C28 1.389, C35 1.379
12 H -5.492 -0.650 -2.002  C61 1.093
13 C 5.996 -0.431 -0.476  C8 1.389, C28 1.405, N42 1.382
14 H -7.030 0.858 -0.740  C66 1.091
15 C 5.856 -2.890 0.012  H3 1.090, H30 1.092, N42 1.440, H44 1.087
16 C -7.075 -1.870 -1.202  H10 1.093, C43 1.524, C61 1.530, H62 1.092
17 H 8.702 1.516 -0.225  C53 1.078
18 O 0.907 1.698 -0.246  C37 1.442, C51 1.307
19 H -0.575 3.747 -0.534  C39 1.091
20 H -4.362 0.356 1.719  C38 1.093
21 H -0.783 -1.705 -0.160  C46 1.078
22 H -3.356 2.643 1.615  C26 1.092
23 H -8.598 -0.418 -1.729  C43 1.087
24 H 3.222 -3.238 -0.025  C48 1.099
25 H -7.706 -1.067 -3.107  C43 1.088
26 C -2.866 1.783 1.152  C2 1.528, H22 1.092, C38 1.529, H65 1.093
27 C -0.741 -1.204 1.930  H4 1.078, C46 1.381, C52 1.387
28 C 5.073 0.537 -0.905  C11 1.389, C13 1.405, N64 1.382
29 H 1.880 -0.115 -1.747  C31 1.090
30 H 5.431 -3.221 0.962  C15 1.092
31 C 2.637 0.574 -1.374  H29 1.090, C51 1.547, N64 1.437, H68 1.093
32 C 1.201 -1.700 0.616  O9 1.389, C46 1.391, C56 1.385
33 H -3.435 -0.099 0.286  C38 1.092
34 H -8.924 -2.051 -2.295  C43 1.087
35 C 6.763 2.181 -0.836  C11 1.379, H50 1.078, C53 1.397
36 C -5.042 1.290 -0.084  C38 1.528, H47 1.093, H63 1.091, C66 1.530
37 C 0.300 2.397 0.861  O18 1.442, C39 1.521, H45 1.094, H55 1.094
38 C -3.921 0.736 0.794  H20 1.093, C26 1.529, H33 1.092, C36 1.528
39 C -0.899 3.169 0.333  C2 1.530, H19 1.091, C37 1.521, H58 1.090
40 H -2.723 2.804 -0.730  C2 1.090
41 H 3.030 -2.951 -1.770  C48 1.100
42 N 5.300 -1.621 -0.383  C13 1.382, C15 1.440, C49 1.340
43 C -8.140 -1.314 -2.140  C16 1.524, H23 1.087, H25 1.088, H34 1.087
44 H 6.930 -2.780 0.134  C15 1.087
45 H 0.011 1.654 1.610  C37 1.094
46 C -0.177 -1.545 0.717  H21 1.078, C27 1.381, C32 1.391
47 H -5.406 2.220 0.361  C36 1.093
48 C 2.985 -2.474 -0.780  O9 1.394, H24 1.099, H41 1.100, C49 1.502
49 C 4.026 -1.392 -0.725  N42 1.340, C48 1.502, N64 1.337
50 H 7.094 3.199 -0.964  C35 1.078
51 C 2.127 1.257 -0.083  O1 1.201, O18 1.307, C31 1.547
52 C 0.064 -1.002 3.042  C27 1.387, C59 1.382, H67 1.079
53 C 7.683 1.218 -0.413  C8 1.380, H17 1.078, C35 1.397
54 H 8.042 -0.829 0.108  C8 1.078
55 H 1.049 3.062 1.301  C37 1.094
56 C 2.010 -1.503 1.722  H6 1.080, C32 1.385, C59 1.386
57 H -6.586 0.046 0.760  C66 1.093
58 H -1.222 3.869 1.104  C39 1.090
59 C 1.434 -1.150 2.933  H7 1.079, C52 1.382, C56 1.386
60 H -5.092 -1.481 -0.496  C61 1.092
61 C -5.879 -0.933 -1.020  H12 1.093, C16 1.530, H60 1.092, C66 1.528
62 H -7.521 -2.076 -0.227  C16 1.092
63 H -4.654 1.526 -1.076  C36 1.091
64 N 3.864 -0.112 -1.075  C28 1.382, C31 1.437, C49 1.337
65 H -2.185 1.357 1.893  C26 1.093
66 C -6.223 0.329 -0.231  H14 1.091, C36 1.530, H57 1.093, C61 1.528
67 H -0.377 -0.733 3.989  C52 1.079
68 H 2.826 1.342 -2.127  C31 1.093
69 H -1.672 1.395 -0.602  C2 1.092

## Properties
**SMILES**: CCCCCCCCCCOC(=O)Cn1c(COc2ccccc2)[n+](C)c2ccccc21
**Charge**: +1
**Orbital gap**: 8.8 eV
**M**: 437.60 g mol⁻¹
**HOMO energy**: -11.74 eV
**E_tot**: -1386.0925 hartree

Results of the Mulliken charge analysis, in e, for atoms 1 through 5: number 1, O, carries -0.568; number 2, C, carries -0.408; number 3, H, carries 0.372; number 4, H, carries 0.575; number 5, H, carries 0.389